[1]
A single C4H6N2 molecule, computed with wB97M-V/def2-TZVPD.

```
! wB97M-V def2-TZVPD RIJCOSX def2/J DEFGRID3
* xyz 0 1
N -0.983 -1.261 -0.252
C -1.075 0.161 -0.241
C 0.005 -0.393 -1.049
C 1.070 0.407 -0.216
N 1.034 0.068 1.165
C -0.064 0.879 0.695
H -0.622 -1.628 0.637
H -1.944 0.661 -0.641
H 0.078 -0.429 -2.139
H 2.016 0.760 -0.645
H 0.897 -0.915 1.365
H -0.401 1.701 1.324
*
```

Gap between HOMO and LUMO: 0.3843 Ha
E_LUMO: 1.274 eV
Highest occupied orbital energy: -9.184 eV
Relative energy (zero: lowest compared OMol25 entry of this formula, charge and spin): 423.4 kJ/mol
M: 82.1 g/mol
SMILES: N1[C@H]2[C@@H]1[C@H]1N[C@@H]21

***

[2]
2 unconnected molecules or ions with the total composition C4H6N2, computed with wB97M-V/def2-TZVPD.

```
! wB97M-V def2-TZVPD RIJCOSX def2/J DEFGRID3
* xyz 0 1
N 0.682 0.525 -1.690
C 0.156 0.042 -0.482
C -0.277 -1.146 0.040
N -0.658 -0.813 1.324
C -0.452 0.541 1.558
C 0.069 1.128 0.429
H 0.225 0.280 -2.595
H 1.675 0.384 -1.972
H -0.357 -2.154 -0.344
H -1.037 -1.473 1.992
H -0.703 0.952 2.529
H 0.678 1.733 -0.790
*
```

Gap between HOMO and LUMO: 0.3300 Ha
E_LUMO: 0.964 eV
Highest occupied orbital energy: -8.016 eV
Relative energy (zero: lowest compared OMol25 entry of this formula, charge and spin): 376.2 kJ/mol
M: 82.1 g/mol

***

Record-wise E values, in a.u.: -265.3743 -265.3923